P:
C4H12O2 | wB97M-V/def2-TZVPD

Geometry as ORCA input:
```
! RIJCOSX wB97M-V def2-TZVPD def2/J DEFGRID3
* xyz 0 1
C 2.10 0.54 0.21
C 0.78 0.98 -0.40
C -0.34 0.58 0.55
C -1.66 0.28 -0.24
O -2.80 0.47 0.64
H 2.15 0.96 1.23
H 2.95 0.84 -0.40
H 2.04 -0.57 0.11
H 0.66 2.08 -0.53
H 0.59 0.50 -1.37
H -0.24 -0.38 1.13
H -0.62 1.27 1.36
H -1.86 -0.68 -0.69
H -1.72 0.99 -1.08
H -2.52 0.09 1.50
O 0.36 -2.35 -0.51
H -0.59 -2.44 -0.59
H 0.72 -3.15 -0.90
*
```

The HOMO-LUMO gap is 10.72 eV. For the HOMO energy, the calculation gives -10.110 eV. As for the SMILES: CCCCO.O. Its LUMO energy is 0.61 eV.

Löwdin population analysis, charges in e, atoms 1 to 2: number 1, C, carries -0.117; number 2, C, carries -0.291

=====

Q:
C4H12O2 | wB97M-V/def2-TZVPD

Geometry as ORCA input:
```
! RIJCOSX wB97M-V def2-TZVPD def2/J DEFGRID3
* xyz 0 1
C 0.66 -2.09 0.43
C -0.09 -1.14 1.02
C -0.49 0.15 0.34
C -1.99 0.34 0.71
H 1.10 -2.97 0.75
H 1.10 -2.21 -0.54
H -0.57 -1.35 2.01
H 0.10 0.98 0.37
H -0.50 -0.07 -0.79
H -2.18 0.08 1.74
H -2.47 1.30 0.53
H -2.72 -0.32 0.03
O 2.64 0.24 -0.20
H 2.12 0.61 -0.97
H 2.92 1.14 0.04
O 0.23 1.51 -2.06
H 0.77 1.82 -1.39
H -0.65 1.99 -2.02
*
```

The HOMO-LUMO gap is 9.51 eV. For the HOMO energy, the calculation gives -9.112 eV. As for the SMILES: C=CCC.O.O. Its LUMO energy is 0.40 eV.

Löwdin population analysis, charges in e, atoms 1 to 2: number 1, C, carries 0.000; number 2, C, carries -0.173

=====

R:
C4H12O2 | wB97M-V/def2-TZVPD

Geometry as ORCA input:
```
! RIJCOSX wB97M-V def2-TZVPD def2/J DEFGRID3
* xyz 0 1
C 2.28 -1.11 0.46
C 1.22 -0.19 1.06
C -0.09 -0.18 0.28
C -1.09 0.81 0.86
O -2.32 0.86 0.13
H 2.25 -2.10 0.92
H 3.30 -0.76 0.57
H 2.07 -1.31 -0.59
H 0.99 -0.50 2.08
H 1.58 0.83 1.15
H 0.08 0.01 -0.78
H -0.54 -1.18 0.35
H -0.66 1.82 0.87
H -1.33 0.54 1.88
H -2.30 0.22 -0.58
O -1.78 0.42 -2.69
H -1.98 0.50 -3.63
H -1.69 1.32 -2.34
*
```

The HOMO-LUMO gap is 10.81 eV. For the HOMO energy, the calculation gives -10.075 eV. As for the SMILES: CCCCO.O. Its LUMO energy is 0.74 eV.

Löwdin population analysis, charges in e, atoms 1 to 2: number 1, C, carries -0.109; number 2, C, carries -0.266

=====

S:
C4H12O2 | wB97M-V/def2-TZVPD

Geometry as ORCA input:
```
! RIJCOSX wB97M-V def2-TZVPD def2/J DEFGRID3
* xyz 0 1
C -0.31 1.97 0.73
C -0.66 0.92 -0.31
C -0.77 -0.45 0.32
C -0.56 -1.64 -0.59
O -1.19 -2.83 -0.07
H -1.05 1.99 1.54
H -0.34 2.95 0.29
H 0.69 1.84 1.12
H -1.56 1.18 -0.85
H 0.19 0.92 -1.02
H -0.12 -0.59 1.19
H -1.79 -0.52 0.75
H 0.50 -1.86 -0.65
H -0.89 -1.52 -1.62
H -1.79 -2.59 0.64
O 3.09 -0.16 -0.75
H 3.27 -0.40 0.16
H 3.28 0.77 -0.88
*
```

The HOMO-LUMO gap is 10.72 eV. For the HOMO energy, the calculation gives -10.009 eV. As for the SMILES: CCCCO.O. Its LUMO energy is 0.72 eV.

Löwdin population analysis, charges in e, atoms 1 to 2: number 1, C, carries -0.120; number 2, C, carries -0.268

=====

Stability summary: most stable R, least stable Q.

=====

P:
C4H12O2 | wB97M-V/def2-TZVPD

Geometry as ORCA input:
```
! RIJCOSX wB97M-V def2-TZVPD def2/J DEFGRID3
* xyz 0 1
C 1.60 -0.15 -1.14
C 0.66 -0.82 -0.13
C -0.66 -0.82 -0.27
C -1.56 -1.66 0.55
H 1.46 0.92 -1.15
H 1.39 -0.56 -2.12
H 2.60 -0.47 -0.89
H 1.12 -1.39 0.68
H -1.09 -0.28 -1.12
H -2.50 -1.18 0.83
H -1.08 -1.94 1.49
H -1.85 -2.59 0.07
O 0.92 1.88 1.74
H 1.11 0.96 1.52
H 0.10 1.79 2.27
O -1.12 2.11 -0.76
H -0.53 1.57 -0.23
H -0.56 2.66 -1.33
*
```

The HOMO-LUMO gap is 10.41 eV. For the HOMO energy, the calculation gives -9.555 eV. As for the SMILES: C/C=C/C.O.O. Its LUMO energy is 0.86 eV.

Löwdin population analysis, charges in e, atoms 1 to 2: number 1, C, carries -0.090; number 2, C, carries -0.197

=====

Q:
C4H12O2 | wB97M-V/def2-TZVPD

Geometry as ORCA input:
```
! RIJCOSX wB97M-V def2-TZVPD def2/J DEFGRID3
* xyz 0 1
C 0.62 -0.74 1.70
C -0.24 0.17 0.86
C 0.28 1.30 0.26
C -0.61 2.03 -0.67
H 0.87 -0.27 2.66
H 0.16 -1.70 1.86
H 1.55 -0.88 1.15
H -1.33 0.16 0.84
H 1.30 1.68 0.38
H -1.07 1.30 -1.35
H -1.38 2.57 -0.11
H -0.07 2.77 -1.25
H 0.98 -0.38 -2.22
H -0.25 -1.74 -1.03
O 0.13 -0.72 -2.02
H 0.25 0.10 -0.34
H -0.81 -3.23 -0.48
O -0.38 -2.40 -0.26
*
```

The HOMO-LUMO gap is 8.09 eV. For the HOMO energy, the calculation gives -8.375 eV. Its LUMO energy is -0.29 eV.

Löwdin population analysis, charges in e, atoms 1 to 2: number 1, C, carries -0.059; number 2, C, carries -0.135

=====

Stability summary: most stable P, least stable Q.

=====

P:
C4H12O2 | wB97M-V/def2-TZVPD

Geometry as ORCA input:
```
! RIJCOSX wB97M-V def2-TZVPD def2/J DEFGRID3
* xyz 0 1
C -0.15 -0.86 -2.16
C -0.13 0.13 -1.05
C -0.97 1.14 -0.87
C -0.95 2.03 0.34
H -0.50 -1.84 -1.84
H -0.52 -0.52 -3.13
H 0.88 -1.23 -2.32
H 0.44 -0.22 -0.19
H -1.53 1.56 -1.67
H -0.32 1.69 1.15
H -1.97 2.19 0.71
H -0.57 3.03 0.09
O 4.37 0.98 2.15
H 4.67 1.87 2.32
H 3.42 0.94 2.15
O -2.63 -3.08 0.86
H -1.79 -2.87 1.26
H -2.59 -2.92 -0.09
*
```

The HOMO-LUMO gap is 9.94 eV. For the HOMO energy, the calculation gives -9.351 eV. As for the SMILES: C/C=C/C.O.O. Its LUMO energy is 0.59 eV.

Löwdin population analysis, charges in e, atoms 1 to 2: number 1, C, carries -0.115; number 2, C, carries -0.193

=====

Q:
C4H12O2 | wB97M-V/def2-TZVPD

Geometry as ORCA input:
```
! RIJCOSX wB97M-V def2-TZVPD def2/J DEFGRID3
* xyz 0 1
C 0.00 0.00 0.00
C 0.44 -1.41 0.37
C -0.47 -2.41 -0.36
C 0.02 -2.81 -1.71
O -1.84 -2.05 -0.28
H 0.84 0.71 0.10
H -0.81 0.32 0.68
H -0.37 0.04 -1.04
H 1.49 -1.60 0.08
H 0.32 -1.70 1.43
H -0.31 -3.27 0.32
H -0.55 -3.70 -2.04
H 1.09 -3.06 -1.69
H -0.14 -2.00 -2.44
H -1.94 -1.14 -0.64
O -3.45 -2.76 -4.20
H -3.85 -2.54 -3.33
H -3.12 -3.68 -4.09
*
```

The HOMO-LUMO gap is 11.16 eV. For the HOMO energy, the calculation gives -10.375 eV. As for the SMILES: CC[C@H](C)O.O. Its LUMO energy is 0.78 eV.

Löwdin population analysis, charges in e, atoms 1 to 2: number 1, C, carries -0.109; number 2, C, carries -0.217

=====

R:
C4H12O2 | wB97M-V/def2-TZVPD

Geometry as ORCA input:
```
! RIJCOSX wB97M-V def2-TZVPD def2/J DEFGRID3
* xyz 0 1
C 2.47 -1.20 -1.90
C 2.87 -0.55 -0.60
C 2.25 0.43 0.05
C 2.94 0.93 1.37
H 3.30 -0.68 -2.74
H 1.51 -1.28 -2.19
H 2.88 -2.16 -1.85
H 3.63 -1.00 0.06
H 1.58 0.95 -0.55
H 2.05 1.29 1.80
H 3.76 1.76 1.19
H 3.31 0.04 1.94
O -4.27 2.87 2.07
H -3.58 2.61 1.49
H -5.02 2.38 1.69
O -4.23 -2.57 -1.11
H -4.96 -2.05 -1.52
H -3.67 -1.87 -0.60
*
```

The HOMO-LUMO gap is 9.35 eV. For the HOMO energy, the calculation gives -9.167 eV. As for the SMILES: C/C=C/C.O.O. Its LUMO energy is 0.18 eV.

Löwdin population analysis, charges in e, atoms 1 to 2: number 1, C, carries -0.091; number 2, C, carries -0.214

=====

Stability summary: most stable Q, least stable R.

=====

P:
H2N3O2S | wB97M-V/def2-TZVPD

Geometry as ORCA input:
```
! RIJCOSX wB97M-V def2-TZVPD def2/J DEFGRID3
* xyz -1 1
N -0.95 -1.12 -3.43
N 0.47 0.39 0.02
N -1.06 -1.00 -2.16
O -1.93 -1.45 -1.38
O -0.02 -0.25 -3.77
S 0.33 0.24 -1.82
H 1.18 -0.26 0.36
H -0.35 0.35 0.52
*
```

The HOMO-LUMO gap is 7.63 eV. For the HOMO energy, the calculation gives -3.436 eV. Its LUMO energy is 4.19 eV.

Löwdin population analysis, charges in e, atoms 1 to 2: number 1, N, carries -0.142; number 2, N, carries -0.349

=====

Q:
H2N3O2S | wB97M-V/def2-TZVPD

Geometry as ORCA input:
```
! RIJCOSX wB97M-V def2-TZVPD def2/J DEFGRID3
* xyz -1 1
H 1.07 0.91 1.91
N 0.92 0.06 1.31
N 0.17 0.33 0.26
O -0.71 1.27 0.40
N 0.01 -0.65 -0.60
O -1.19 -0.49 -1.40
S 1.15 -1.79 -1.01
H -1.41 0.36 -0.87
*
```

The HOMO-LUMO gap (spin up / spin down) is 6.98 / 6.98 eV. For the HOMO energy (spin up / spin down), the calculation gives -2.858 / -2.860 eV. As for the SMILES: [H]/N=[N+](\[O-])N(O)[S-]. Its LUMO energy (spin up / spin down) is 4.12 / 4.12 eV.

Löwdin population analysis, charges in e, atoms 1 to 2: number 1, H, carries 0.038; number 2, N, carries 0.015

=====

R:
H2N3O2S | wB97M-V/def2-TZVPD

Geometry as ORCA input:
```
! RIJCOSX wB97M-V def2-TZVPD def2/J DEFGRID3
* xyz -1 1
N 0.66 -1.34 -0.25
N 0.18 -0.24 -0.49
N -1.01 0.21 -0.05
O 1.36 1.40 0.36
O -1.34 1.39 -0.17
S -2.12 -0.96 0.35
H 0.24 -1.83 0.57
H 2.02 1.38 -0.33
*
```

The HOMO-LUMO gap (spin up / spin down) is 6.74 / 6.14 eV. For the HOMO energy (spin up / spin down), the calculation gives -3.954 / -3.402 eV. Its LUMO energy (spin up / spin down) is 2.79 / 2.73 eV.

Löwdin population analysis, charges in e, atoms 1 to 2: number 1, N, carries 0.002; number 2, N, carries -0.184

=====

Stability summary: most stable P, least stable R.